Entry from the OMol25 dataset: 8 unconnected molecules or ions with the total composition C45H44Cl2N8O14PS (ωB97M-V with the def2-TZVPD basis set).

Positions of all 115 atoms, in Å:
1 C 6.979 1.506 -2.405
2 C 5.813 0.492 -2.364
3 C 4.672 1.121 -3.148
4 Cl 4.935 1.041 -4.918
5 S 3.011 0.370 -2.735
6 Cl 2.260 -0.575 -4.387
7 P 1.757 2.148 -2.464
8 N 1.131 2.167 -1.021
9 H 7.834 1.094 -1.885
10 H 7.288 1.650 -3.440
11 H 6.680 2.478 -2.021
12 H 5.528 0.331 -1.331
13 H 6.168 -0.431 -2.810
14 H 4.610 2.172 -2.875
15 H 2.637 3.241 -2.649
16 H 0.805 2.164 -3.528
17 H 1.383 1.339 -0.491
18 C 1.597 -3.224 3.230
19 C 2.926 -3.531 2.977
20 C 3.679 -2.744 2.137
21 C 3.092 -1.640 1.548
22 C 1.758 -1.308 1.782
23 C 1.006 -2.113 2.633
24 N 3.909 -0.817 0.671
25 O 5.055 -1.154 0.478
26 O 3.423 0.179 0.152
27 H 1.026 -3.852 3.887
28 H 3.376 -4.397 3.441
29 H 4.711 -2.994 1.943
30 H 1.305 -0.444 1.319
31 H -0.027 -1.876 2.826
32 C -3.427 -5.170 -1.274
33 C -3.533 -5.463 0.077
34 C -2.396 -5.602 0.852
35 C -1.155 -5.437 0.264
36 C -1.023 -5.156 -1.089
37 C -2.173 -5.024 -1.861
38 N 0.041 -5.533 1.104
39 O -0.126 -5.798 2.275
40 O 1.122 -5.323 0.594
41 H -4.319 -5.046 -1.870
42 H -4.508 -5.574 0.531
43 H -2.484 -5.822 1.905
44 H -0.048 -5.033 -1.538
45 H -2.093 -4.798 -2.915
46 C -3.069 0.116 -4.949
47 C -4.393 0.293 -4.571
48 C -5.173 -0.802 -4.255
49 C -4.619 -2.067 -4.307
50 C -3.302 -2.270 -4.685
51 C -2.523 -1.166 -5.013
52 N -5.452 -3.209 -3.930
53 O -6.600 -2.982 -3.631
54 O -4.952 -4.319 -3.899
55 H -2.460 0.978 -5.196
56 H -4.815 1.285 -4.520
57 H -6.201 -0.663 -3.959
58 H -2.884 -3.264 -4.729
59 H -1.493 -1.306 -5.313
60 C -2.598 -5.932 8.085
61 C -2.622 -6.263 6.736
62 C -2.132 -5.373 5.795
63 C -1.620 -4.159 6.224
64 C -1.593 -3.813 7.565
65 C -2.088 -4.708 8.498
66 N -1.090 -3.226 5.235
67 O -1.149 -3.542 4.064
68 O -0.613 -2.181 5.630
69 H -2.979 -6.631 8.818
70 H -3.021 -7.216 6.419
71 H -2.150 -5.629 4.746
72 H -1.195 -2.861 7.887
73 H -2.075 -4.452 9.548
74 C 7.897 7.227 -4.300
75 C 7.071 6.533 -5.175
76 C 5.923 5.917 -4.704
77 C 5.619 6.011 -3.354
78 C 6.435 6.695 -2.467
79 C 7.582 7.305 -2.949
80 N 4.402 5.381 -2.854
81 O 3.703 4.759 -3.647
82 O 4.137 5.490 -1.681
83 H 8.789 7.711 -4.673
84 H 7.319 6.474 -6.225
85 H 5.280 5.378 -5.384
86 H 6.189 6.758 -1.418
87 H 8.228 7.844 -2.271
88 C -3.460 1.989 6.114
89 C -4.817 2.041 6.407
90 C -5.495 0.888 6.770
91 C -4.796 -0.305 6.839
92 C -3.446 -0.374 6.545
93 C -2.776 0.782 6.179
94 N -5.497 -1.527 7.242
95 O -6.682 -1.447 7.474
96 O -4.848 -2.549 7.319
97 H -2.934 2.893 5.835
98 H -5.348 2.982 6.354
99 H -6.550 0.927 6.998
100 H -2.913 -1.311 6.599
101 H -1.720 0.740 5.949
102 C -0.366 6.280 -4.085
103 C -0.827 5.876 -2.837
104 C -1.955 5.076 -2.739
105 C -2.602 4.688 -3.900
106 C -2.158 5.086 -5.150
107 C -1.033 5.888 -5.238
108 N -3.779 3.827 -3.806
109 O -4.157 3.504 -2.704
110 O -4.299 3.467 -4.840
111 H 0.515 6.904 -4.159
112 H -0.309 6.186 -1.940
113 H -2.316 4.763 -1.771
114 H -2.678 4.781 -6.047
115 H -0.675 6.208 -6.207

Charge: +1
Lowest unoccupied orbital energy: -4.994 eV
Orbital gap: 6.3 eV
Multiplicity: 1



Entry from the OMol25 dataset: a molecular structure, CH4BrClSi (ωB97M-V with the def2-TZVPD basis set).

Positions of all 8 atoms, in Å:
1 C -0.288 0.944 -0.503
2 Si 0.136 -1.240 0.313
3 Cl 1.349 1.563 -0.668
4 Br -1.338 1.719 1.105
5 H -0.754 1.254 -1.413
6 H -0.467 -1.676 1.575
7 H 1.472 -0.607 0.550
8 H -0.111 -1.958 -0.958

Charge: 0
Lowest unoccupied orbital energy: -0.054 eV
Orbital gap: 9.1 eV
Multiplicity: 1
Energy relative to the best compared isomer or geometry (same formula, charge and spin): 3.900 eV



Entry from the OMol25 dataset: a molecular structure, C43H40BBrMnN4O4 (ωB97M-V with the def2-TZVPD basis set).

Positions of all 94 atoms, in Å:
1 Mn 1.559 -0.758 -0.171
2 B 4.923 -1.713 -0.155
3 N 3.838 -2.768 0.198
4 C 4.042 -4.057 0.459
5 C 2.814 -4.699 0.556
6 C 1.884 -3.694 0.343
7 N 2.516 -2.531 0.130
8 N 4.524 -0.412 0.584
9 C 5.265 0.329 1.405
10 C 4.511 1.412 1.837
11 C 3.284 1.250 1.213
12 N 3.307 0.145 0.449
13 H 5.976 -2.083 0.280
14 H 4.914 -1.521 -1.344
15 H 5.041 -4.447 0.556
16 H 2.622 -5.738 0.754
17 H 0.809 -3.743 0.327
18 H 6.280 0.050 1.634
19 H 4.806 2.203 2.503
20 H 2.416 1.881 1.277
21 C -4.242 1.890 1.962
22 C -3.467 1.564 0.696
23 C -4.262 1.885 -0.563
24 O -3.129 0.192 0.709
25 C -1.787 0.022 0.306
26 C -1.139 1.387 0.608
27 O -2.237 2.274 0.710
28 C -0.098 1.838 -0.459
29 O 0.850 0.829 -0.568
30 C 0.640 3.122 -0.047
31 C 0.247 3.934 1.009
32 C 0.972 5.081 1.314
33 C 2.086 5.427 0.567
34 C 2.477 4.621 -0.495
35 C 1.759 3.477 -0.798
36 C -0.774 2.114 -1.812
37 C -0.655 1.202 -2.853
38 C -1.255 1.449 -4.080
39 C -1.972 2.618 -4.280
40 C -2.078 3.542 -3.250
41 C -1.482 3.296 -2.024
42 C -1.187 -1.195 1.060
43 O 0.111 -1.423 0.617
44 C -1.199 -0.926 2.572
45 C -2.387 -1.008 3.293
46 C -2.398 -0.739 4.653
47 C -1.227 -0.395 5.312
48 C -0.039 -0.320 4.603
49 C -0.028 -0.585 3.241
50 C -1.973 -2.482 0.764
51 C -1.551 -3.637 1.421
52 C -2.132 -4.864 1.151
53 C -3.159 -4.956 0.221
54 C -3.598 -3.810 -0.422
55 C -3.008 -2.579 -0.157
56 H -5.140 1.275 2.014
57 H -4.518 2.944 1.957
58 H -3.615 1.683 2.830
59 H -5.188 1.309 -0.552
60 H -3.686 1.617 -1.448
61 H -4.494 2.949 -0.598
62 H -1.716 -0.189 -0.771
63 H -0.617 1.356 1.571
64 H -0.625 3.681 1.598
65 H 0.660 5.705 2.142
66 H 2.648 6.318 0.814
67 H 3.342 4.886 -1.090
68 H 2.068 2.831 -1.611
69 H -0.078 0.302 -2.697
70 H -1.152 0.730 -4.884
71 H -2.437 2.814 -5.238
72 H -2.626 4.464 -3.404
73 H -1.560 4.024 -1.230
74 H -3.301 -1.280 2.783
75 H -3.328 -0.804 5.204
76 H -1.239 -0.195 6.376
77 H 0.883 -0.058 5.107
78 H 0.903 -0.528 2.693
79 H -0.765 -3.562 2.164
80 H -1.783 -5.750 1.666
81 H -3.616 -5.913 0.002
82 H -4.407 -3.869 -1.139
83 H -3.375 -1.700 -0.666
84 Br 1.297 -1.952 -6.703
85 C 1.449 -1.702 -4.826
86 C 0.538 -2.315 -3.983
87 C 0.637 -2.105 -2.615
88 C 1.632 -1.284 -2.102
89 C 2.551 -0.698 -2.956
90 C 2.466 -0.906 -4.325
91 H -0.247 -2.941 -4.383
92 H -0.086 -2.579 -1.960
93 H 3.342 -0.068 -2.566
94 H 3.180 -0.444 -4.992

<S²>: 3.97
Charge: 0
Lowest unoccupied orbital energy (alpha / beta): -1.573 / -0.280 eV
Orbital gap (alpha / beta): 7.3 / 8.6 eV
Multiplicity: 4
Energy relative to the best compared isomer or geometry (same formula, charge and spin): 0.000 eV



Entry from the OMol25 dataset: a gas-phase ion, C9H14FN2 (charge +1) (ωB97M-V with the def2-TZVPD basis set).

Positions of all 26 atoms, in Å:
1 C -1.694 -0.626 -1.563
2 C -2.060 0.628 -0.845
3 C -0.780 -1.475 -1.138
4 C -3.018 0.704 0.049
5 C 1.533 2.086 -0.600
6 C 2.566 1.403 0.177
7 C -0.167 -1.523 0.240
8 C 1.397 0.551 -0.385
9 C 0.498 -0.121 0.500
10 N -1.030 -2.062 1.294
11 N 0.318 0.140 1.763
12 F -3.100 1.883 0.632
13 H -2.111 -0.701 -2.578
14 H -1.464 1.594 -0.883
15 H -0.671 -2.350 -1.828
16 H 0.742 2.627 0.025
17 H 1.587 2.530 -1.534
18 H 3.477 1.177 -0.352
19 H 2.691 1.386 1.215
20 H 0.716 -2.272 -0.013
21 H 1.424 -0.035 -1.388
22 H -3.721 0.102 0.501
23 H -2.014 -2.074 1.036
24 H -0.670 -2.900 1.768
25 H 0.457 1.095 2.092
26 H -0.198 -0.548 2.278

Charge: +1
Lowest unoccupied orbital energy: -3.985 eV
Orbital gap: 9.2 eV
Multiplicity: 1
Energy relative to the best compared isomer or geometry (same formula, charge and spin): 1.740 eV



Entry from the OMol25 dataset: a molecular structure, C31H38N2O4P2PtSSi2 (ωB97M-V with the def2-TZVPD basis set).

Positions of all 81 atoms, in Å:
1 Pt -0.679 -1.958 -0.644
2 C -4.387 -2.216 -1.468
3 Si -4.177 -1.464 0.235
4 C -5.930 -1.058 0.830
5 C -3.549 -2.789 1.409
6 N -3.327 -0.016 0.248
7 P -1.907 0.598 0.277
8 C -0.507 -0.421 0.519
9 P 1.239 -0.240 0.346
10 N 1.956 -1.613 0.521
11 Si 3.406 -2.415 0.289
12 C 4.684 -1.991 1.629
13 C 4.264 -2.103 -1.356
14 C 3.090 -4.256 0.403
15 C 2.068 0.823 1.612
16 C 3.360 1.316 1.429
17 C 4.033 1.964 2.453
18 C 3.427 2.128 3.693
19 C 2.152 1.624 3.897
20 C 1.488 0.973 2.865
21 C 1.682 0.574 -1.230
22 C 1.698 -0.220 -2.377
23 C 2.056 0.326 -3.600
24 C 2.408 1.667 -3.697
25 C 2.386 2.465 -2.563
26 C 2.015 1.921 -1.341
27 C -1.600 1.531 -1.265
28 C -1.066 2.811 -1.343
29 C -0.922 3.449 -2.570
30 C -1.282 2.795 -3.736
31 C -1.778 1.498 -3.672
32 C -1.944 0.874 -2.448
33 C -2.032 1.847 1.632
34 C -2.486 3.154 1.489
35 C -2.711 3.965 2.597
36 C -2.509 3.470 3.876
37 C -2.108 2.149 4.037
38 C -1.881 1.353 2.927
39 H -5.138 -3.013 -1.439
40 H -3.458 -2.635 -1.857
41 H -4.729 -1.451 -2.173
42 H -6.570 -1.943 0.879
43 H -6.390 -0.341 0.145
44 H -5.896 -0.599 1.821
45 H -4.304 -3.570 1.539
46 H -3.326 -2.356 2.388
47 H -2.636 -3.255 1.033
48 H 5.210 -1.056 1.420
49 H 5.433 -2.783 1.722
50 H 4.181 -1.878 2.592
51 H 4.444 -1.041 -1.544
52 H 3.650 -2.492 -2.172
53 H 5.226 -2.627 -1.369
54 H 2.814 -4.541 1.421
55 H 3.976 -4.829 0.109
56 H 2.268 -4.517 -0.266
57 H 3.858 1.176 0.476
58 H 5.039 2.331 2.286
59 H 3.949 2.639 4.494
60 H 1.668 1.734 4.861
61 H 0.510 0.556 3.038
62 H 1.441 -1.273 -2.315
63 H 2.055 -0.309 -4.477
64 H 2.688 2.089 -4.655
65 H 2.639 3.517 -2.628
66 H 1.982 2.560 -0.466
67 H -0.720 3.313 -0.448
68 H -0.501 4.447 -2.611
69 H -1.158 3.284 -4.696
70 H -2.028 0.961 -4.579
71 H -2.328 -0.138 -2.402
72 H -2.698 3.549 0.504
73 H -3.057 4.982 2.454
74 H -2.680 4.099 4.742
75 H -1.976 1.737 5.031
76 H -1.605 0.313 3.060
77 O -1.080 -2.510 -2.660
78 S -0.456 -3.901 -2.430
79 O 0.993 -3.807 -2.530
80 O -0.881 -4.007 -0.945
81 O -1.036 -4.926 -3.257

Charge: -2
Lowest unoccupied orbital energy (alpha / beta): 4.338 / 4.338 eV
Orbital gap (alpha / beta): 6.2 / 6.2 eV
Multiplicity: 1
Energy relative to the best compared isomer or geometry (same formula, charge and spin): 1.971 eV



Entry from the OMol25 dataset: 4 unconnected molecules or ions with the total composition C52H42F3N4O7 (ωB97M-V with the def2-TZVPD basis set).

Positions of all 108 atoms, in Å:
1 C -2.984 -0.798 -3.345
2 O -2.145 0.231 -3.867
3 C -1.209 0.655 -2.922
4 C -0.439 1.887 -3.410
5 C -0.435 3.008 -2.358
6 C 0.554 2.626 -1.273
7 N 0.424 3.442 -0.062
8 N -0.160 4.677 -0.101
9 C -0.155 5.170 1.134
10 N 0.369 4.331 2.011
11 C 0.734 3.273 1.244
12 N 1.323 2.217 1.799
13 C 1.822 1.018 1.146
14 C 2.460 0.058 2.150
15 C 1.469 -0.948 2.685
16 F 2.097 -1.897 3.392
17 F 0.773 -1.539 1.689
18 F 0.568 -0.321 3.475
19 H -3.990 -0.422 -3.173
20 H -2.616 -1.174 -2.392
21 H -3.012 -1.643 -4.025
22 H -1.696 0.908 -1.967
23 H -0.505 -0.149 -2.678
24 H -0.767 2.254 -4.374
25 H 0.604 1.588 -3.530
26 H -1.427 2.988 -1.907
27 H -0.230 3.976 -2.807
28 H 0.332 1.604 -0.991
29 H 1.580 2.614 -1.631
30 H -0.530 5.170 -0.898
31 H -0.533 6.142 1.395
32 H 1.467 2.290 2.792
33 H 2.604 1.284 0.438
34 H 1.041 0.468 0.630
35 H 3.321 -0.419 1.698
36 H 2.824 0.641 2.995
37 C 8.601 3.018 -3.421
38 C 7.227 2.956 -3.216
39 C 6.720 2.297 -2.109
40 C 7.582 1.687 -1.207
41 C 8.961 1.732 -1.426
42 C 9.466 2.407 -2.530
43 C 9.906 1.048 -0.499
44 O 11.101 1.091 -0.686
45 C 9.338 0.303 0.659
46 C 10.194 -0.387 1.506
47 C 9.685 -1.074 2.595
48 C 8.318 -1.068 2.848
49 C 7.459 -0.385 2.004
50 C 7.962 0.296 0.902
51 C 7.023 0.998 -0.013
52 O 5.824 1.005 0.207
53 H 8.996 3.540 -4.283
54 H 6.553 3.424 -3.921
55 H 5.653 2.251 -1.944
56 H 10.534 2.448 -2.688
57 H 11.257 -0.387 1.308
58 H 10.354 -1.616 3.250
59 H 7.924 -1.600 3.703
60 H 6.396 -0.382 2.196
61 C -8.881 4.014 -1.434
62 C -8.557 2.901 -2.204
63 C -7.493 2.092 -1.844
64 C -6.741 2.397 -0.716
65 C -7.054 3.528 0.045
66 C -8.132 4.327 -0.313
67 C -6.236 3.902 1.231
68 O -6.501 4.881 1.895
69 C -5.065 3.045 1.579
70 C -4.251 3.407 2.647
71 C -3.169 2.611 2.984
72 C -2.900 1.453 2.266
73 C -3.701 1.092 1.196
74 C -4.781 1.891 0.844
75 C -5.613 1.508 -0.333
76 O -5.363 0.500 -0.962
77 H -9.718 4.639 -1.714
78 H -9.138 2.665 -3.085
79 H -7.242 1.223 -2.436
80 H -8.378 5.193 0.285
81 H -4.465 4.308 3.204
82 H -2.527 2.889 3.811
83 H -2.055 0.833 2.541
84 H -3.490 0.194 0.630
85 C -5.648 -7.607 -1.120
86 C -5.060 -6.945 -2.193
87 C -3.892 -6.226 -2.010
88 C -3.310 -6.157 -0.750
89 C -3.913 -6.804 0.332
90 C -5.077 -7.537 0.139
91 C -3.333 -6.708 1.700
92 O -3.852 -7.271 2.640
93 C -2.100 -5.891 1.887
94 C -1.572 -5.740 3.163
95 C -0.421 -4.993 3.350
96 C 0.213 -4.402 2.262
97 C -0.312 -4.548 0.990
98 C -1.474 -5.282 0.798
99 C -2.044 -5.395 -0.575
100 O -1.491 -4.871 -1.521
101 H -6.557 -8.175 -1.267
102 H -5.515 -6.993 -3.173
103 H -3.428 -5.715 -2.843
104 H -5.533 -8.046 0.976
105 H -2.066 -6.204 4.005
106 H -0.015 -4.871 4.346
107 H 1.112 -3.837 2.409
108 H 0.175 -4.087 0.141

Charge: +1
Lowest unoccupied orbital energy: -2.937 eV
Orbital gap: 8.2 eV
Multiplicity: 1



Entry from the OMol25 dataset: 2 unconnected molecules or ions with the total composition C9H10ClNO3S (ωB97M-V with the def2-TZVPD basis set).

Positions of all 25 atoms, in Å:
1 C 1.053 0.103 -1.519
2 C 1.402 1.531 0.418
3 C 2.112 -0.665 -1.083
4 C 2.576 0.862 0.779
5 C 0.608 1.110 -0.688
6 C 2.894 -0.298 0.081
7 C -2.755 -1.328 0.117
8 C -0.234 -1.246 1.181
9 C -1.501 -0.855 0.872
10 N -1.846 0.486 1.484
11 O -2.948 1.041 1.365
12 O -0.892 0.970 2.148
13 O -1.498 1.243 -2.287
14 S -0.738 2.121 -1.162
15 Cl 4.201 -1.209 0.605
16 H 0.567 -0.201 -2.485
17 H 1.025 2.164 1.094
18 H 2.372 -1.522 -1.744
19 H 3.249 1.246 1.609
20 H -2.829 -0.909 -0.873
21 H -2.781 -2.399 0.061
22 H -3.485 -0.944 0.758
23 H 0.282 -2.138 0.768
24 H -1.203 1.417 -3.216
25 H 0.368 -0.583 1.718

Charge: 0
Lowest unoccupied orbital energy: -0.447 eV
Orbital gap: 7.7 eV
Multiplicity: 1
Energy relative to the best compared isomer or geometry (same formula, charge and spin): 0.100 eV



Entry from the OMol25 dataset: 2 unconnected molecules or ions with the total composition C5H13N2 (ωB97M-V with the def2-TZVPD basis set).

Positions of all 20 atoms, in Å:
1 C -0.910 0.411 -1.498
2 C 1.931 -0.132 1.339
3 C -2.106 0.455 0.595
4 C -0.473 -1.328 -0.048
5 C 1.601 -0.255 -0.123
6 N 1.044 0.802 -0.782
7 N -1.280 -0.285 -0.409
8 H -0.505 -0.165 -2.319
9 H -1.438 1.274 -1.707
10 H 3.014 0.134 1.557
11 H 1.277 0.483 1.938
12 H 1.688 -1.160 1.836
13 H -2.092 1.581 0.351
14 H -1.895 0.153 1.591
15 H -3.135 0.323 0.397
16 H -0.609 -1.693 0.929
17 H -0.250 -2.025 -0.796
18 H 2.097 -1.014 -0.753
19 H 1.354 0.838 -1.730
20 H 0.688 1.602 -0.367

Charge: +1
Lowest unoccupied orbital energy: -3.284 eV
Orbital gap: 9.4 eV
Multiplicity: 1
Energy relative to the best compared isomer or geometry (same formula, charge and spin): 4.308 eV